Density functional theory data (the ωB97M-V functional and the def2-TZVPD basis) for a molecular structure, C9H7AuBrIN4O4S.

Last column: Mulliken charge in e.
Positions of all 28 atoms, in Å:
Au: 0.95 -0.59 -0.05  1.172
I: -1.07 -6.20 -1.18  0.181
Br: 0.69 2.65 -0.65  -0.128
S: 2.25 -0.87 2.69  1.480
O: 2.71 0.24 3.45  -0.590
O: 0.92 -0.54 1.98  -0.931
O: 3.21 -1.13 1.44  -0.412
O: 2.10 -2.15 3.31  -0.650
N: 2.52 0.65 -0.09  -0.171
N: -0.29 -2.24 0.07  -0.255
N: 0.87 -0.68 -3.14  -0.485
N: -0.37 -2.86 1.26  0.092
C: 2.26 1.99 0.16  0.318
C: -0.60 -4.16 1.10  -0.036
C: 0.90 -0.60 -2.00  -0.180
C: 3.11 2.82 0.79  -0.615
C: 4.55 0.94 1.29  -1.021
C: -0.70 -4.41 -0.26  -0.739
C: 3.65 0.00 0.57  0.364
C: -0.47 -3.17 -0.87  -0.122
C: 4.30 2.25 1.36  0.053
H: 2.92 3.88 0.82  0.405
H: 4.97 2.90 1.90  0.370
H: 4.18 -0.57 -0.19  0.244
H: -0.45 -2.91 -1.91  0.479
H: -0.69 -4.82 1.95  0.469
H: 5.36 0.48 1.83  0.376
H: -0.11 -2.36 2.10  0.333

Its total charge is 0. The HOMO energy is -8.2 eV. For the relative energy (zero: lowest compared OMol25 entry of this formula, charge and spin), the calculation gives 0.6890 eV. The LUMO energy is -1.44 eV. The frontier orbital gap comes out at 6.78 eV.



Density functional theory data (the ωB97M-V functional and the def2-TZVPD basis) for 4 unconnected molecules or ions with the total composition C25H51BFN3O4 at a distorted geometry.

Last column: Mulliken charge in e.
Positions of all 85 atoms, in Å:
F: -5.22 -0.83 -3.76  -0.238
O: -0.43 -2.46 3.06  -0.556
O: -5.53 -3.70 0.56  -0.536
O: -0.24 -3.47 0.75  -0.543
O: -3.22 0.71 -2.11  -0.524
N: -3.02 6.06 -0.68  0.144
N: 2.16 0.78 -1.25  0.257
N: 4.02 -5.05 1.27  0.202
C: 2.04 -5.72 2.75  -0.928
C: -5.38 -2.50 -1.72  -0.526
C: -2.80 -1.06 -0.29  -0.030
C: 4.77 -7.43 1.07  -1.369
C: -3.70 5.00 0.06  -0.749
C: -2.76 -2.89 1.80  -0.653
C: -5.01 7.58 -0.76  -1.429
C: 1.19 1.79 -1.68  -0.211
C: 4.09 2.38 -0.75  -0.928
C: -3.59 -0.49 -1.65  0.125
C: 3.57 1.11 -1.42  -0.655
C: -3.40 -2.23 0.42  0.461
C: 1.81 0.15 0.03  0.119
C: -1.76 5.68 -1.32  -0.862
C: -1.84 4.81 -2.57  -0.548
C: -4.81 -2.85 -0.22  0.300
C: 2.60 -5.37 1.37  -0.498
C: -4.79 -1.31 -2.42  0.391
C: 1.79 1.04 1.27  -1.135
C: 4.38 -3.38 3.17  -0.991
C: -4.51 3.98 -0.74  -0.648
C: 4.39 -3.69 1.68  -0.384
C: 4.95 -6.08 1.75  -0.409
C: 1.36 2.21 -3.14  -1.484
C: -3.87 6.91 -1.52  -0.328
B: -1.11 -2.95 1.81  0.605
H: 2.48 -0.70 0.21  -0.079
H: 1.05 -6.16 2.64  0.345
H: 1.23 2.69 -1.05  0.259
H: 4.21 2.25 0.33  0.252
H: 3.78 1.19 -2.49  0.367
H: 3.75 -2.97 1.17  0.061
H: -4.28 6.35 -2.37  0.277
H: 0.53 2.87 -3.43  0.377
H: 3.37 -3.29 3.56  0.158
H: 5.07 2.63 -1.15  0.381
H: -2.96 4.45 0.68  0.319
H: -0.49 -2.98 -0.09  0.314
H: 5.57 -8.11 1.38  0.432
H: 4.88 -6.21 2.84  0.293
H: 0.18 1.39 -1.58  0.286
H: -6.23 -3.12 -2.28  0.322
H: -1.11 5.18 -0.58  0.340
H: 4.87 -2.41 3.35  0.420
H: -1.80 -0.56 0.09  0.249
H: 2.29 2.76 -3.30  0.325
H: 3.82 -7.90 1.34  0.277
H: 1.93 -4.83 3.38  0.164
H: -4.64 8.13 0.11  0.325
H: -0.76 -1.54 3.29  0.279
H: 5.40 -3.49 1.30  0.375
H: 2.01 -4.54 0.96  0.150
H: -3.07 -2.14 2.67  0.221
H: -3.87 3.27 -1.26  0.016
H: 2.39 -6.21 0.70  0.314
H: 4.92 -4.13 3.76  0.298
H: -2.11 3.78 -2.32  0.004
H: 1.23 1.96 1.12  0.289
H: 1.34 1.35 -3.80  0.343
H: -2.56 5.19 -3.30  0.332
H: 5.98 -5.75 1.54  0.443
H: 2.80 1.30 1.59  0.290
H: 1.32 0.50 2.10  0.370
H: 2.66 -6.45 3.28  0.313
H: -5.75 6.85 -0.42  0.290
H: -3.27 -3.92 2.08  0.314
H: -4.37 5.46 0.80  0.344
H: -5.53 8.29 -1.41  0.432
H: 4.81 -7.34 -0.02  0.322
H: -5.17 4.46 -1.47  0.242
H: 3.44 3.24 -0.92  0.231
H: 0.81 -0.30 -0.07  0.033
H: 4.19 0.26 -1.09  0.326
H: -5.14 3.40 -0.06  0.406
H: -1.22 6.60 -1.59  0.396
H: -3.26 7.72 -1.94  0.437
H: -0.86 4.77 -3.06  0.282

Its total charge is 0. The HOMO energy is -7.9 eV. The LUMO energy is -2.39 eV. The frontier orbital gap comes out at 5.53 eV.



Density functional theory data (the ωB97M-V functional and the def2-TZVPD basis) for a molecular structure, C15H12BBr2N5O4S2V at a distorted geometry.

Last column: Mulliken charge in e.
Positions of all 42 atoms, in Å:
Br: -5.24 -0.80 3.44  -0.330
Br: -0.80 -3.94 1.88  -0.243
V: 0.10 0.08 -0.99  -0.317
S: -1.01 0.11 -3.10  -0.540
S: 0.03 1.84 -3.04  1.317
O: -0.90 2.96 -3.12  -0.756
O: -0.43 -1.54 -0.10  -0.545
O: 0.69 1.82 -1.68  -0.569
O: 1.03 1.85 -4.09  -0.752
N: 2.96 -1.08 -1.10  -0.356
N: -1.65 0.71 -0.22  0.564
N: 1.74 -0.94 -1.65  0.845
N: 1.21 0.61 0.68  1.022
N: 2.54 0.59 0.83  -0.527
C: -4.05 1.22 1.17  -1.082
C: -3.35 0.01 1.41  0.465
C: 0.72 1.43 1.61  -0.158
C: 2.82 -2.60 -2.70  -1.090
C: 3.62 -2.07 -1.70  -0.264
C: -3.69 -1.00 2.33  0.204
C: -2.17 -0.20 0.66  0.468
C: 1.76 1.96 2.38  -1.155
C: 1.65 -1.85 -2.63  -0.108
C: -2.37 1.83 -0.45  -0.417
C: -2.94 -2.15 2.48  -0.606
C: -3.55 2.10 0.23  -0.712
C: 2.90 1.40 1.84  -0.228
C: -1.82 -2.35 1.68  -0.321
C: -1.41 -1.41 0.71  0.627
B: 3.59 -0.25 0.05  0.206
H: 1.69 2.66 3.20  0.370
H: -0.33 1.62 1.69  0.393
H: 4.62 -2.34 -1.39  0.382
H: -3.21 -2.88 3.22  0.365
H: -1.97 2.52 -1.19  0.345
H: 3.94 1.51 2.11  0.394
H: 0.75 -1.91 -3.22  0.399
H: 4.10 -1.03 0.83  -0.168
H: 3.06 -3.41 -3.37  0.359
H: -4.96 1.43 1.72  0.280
H: -4.08 3.01 0.01  0.407
H: 4.42 0.50 -0.40  -0.166

Its total charge is -2. The HOMO energy (alpha / beta) is 0.2 / 0.1 eV. As for the spin multiplicity: 2. For the relative energy (zero: lowest compared OMol25 entry of this formula, charge and spin), the calculation gives 0.4628 eV. The LUMO energy (alpha / beta) is 4.11 / 4.11 eV. The frontier orbital gap (alpha / beta) comes out at 3.95 / 3.97 eV. As for the expectation value of S²: 0.768.



Density functional theory data (the ωB97M-V functional and the def2-TZVPD basis) for 2 unconnected molecules or ions with the total composition FH3O3P at a distorted geometry.

Last column: Mulliken charge in e.
Positions of all 8 atoms, in Å:
P: 0.17 -0.29 0.04  1.024
F: 0.12 -0.42 1.59  -0.156
O: -1.44 1.48 -0.75  -0.428
O: 1.59 0.27 -0.06  -0.353
O: 0.09 -1.64 -0.55  -0.357
H: -1.80 1.96 0.07  0.378
H: 1.94 0.87 0.62  0.403
H: -0.67 -2.24 -0.97  0.489

Its total charge is +1. The HOMO energy (alpha / beta) is -17.3 / -16.7 eV. For the relative energy (zero: lowest compared OMol25 entry of this formula, charge and spin), the calculation gives 5.4109 eV. The LUMO energy (alpha / beta) is -8.12 / -7.14 eV. The frontier orbital gap (alpha / beta) comes out at 9.22 / 9.59 eV.



Density functional theory data (the ωB97M-V functional and the def2-TZVPD basis) for a single C2H4N2O molecule at a distorted geometry.

Last column: Mulliken charge in e.
Positions of all 9 atoms, in Å:
O: 2.18 0.36 -0.78  -0.422
N: -2.10 0.30 0.43  -0.407
N: -1.17 -0.47 -0.21  -0.210
C: 1.34 -0.56 -0.21  -0.481
C: 0.05 -0.37 -0.06  0.538
H: -1.80 1.23 0.70  0.246
H: 3.08 0.03 -0.71  0.358
H: -2.96 0.30 -0.10  0.248
H: 1.38 -0.82 0.93  0.130

Its total charge is 0. The HOMO energy is -8.7 eV. For the relative energy (zero: lowest compared OMol25 entry of this formula, charge and spin), the calculation gives 3.9220 eV. The LUMO energy is 0.54 eV. The frontier orbital gap comes out at 9.20 eV.



Density functional theory data (the ωB97M-V functional and the def2-TZVPD basis) for 3 unconnected molecules or ions with the total composition C5H12N2 at a distorted geometry.

Last column: Mulliken charge in e.
Positions of all 19 atoms, in Å:
N: -0.32 -1.97 -0.90  -0.618
N: -1.45 -0.20 1.01  -0.466
C: 0.13 1.17 -0.43  -0.268
C: -0.62 0.66 0.40  0.011
C: 1.91 -1.37 -0.06  -1.087
C: 0.76 -1.01 -0.95  -0.196
C: -1.21 2.86 0.73  -1.141
H: 0.80 1.80 -0.95  0.424
H: 2.34 -2.35 -0.31  0.353
H: -1.39 -0.23 2.02  0.251
H: -1.34 2.86 1.81  0.325
H: 1.60 -1.42 0.99  0.288
H: -0.82 -2.02 -1.78  0.184
H: -1.42 -1.11 0.52  0.405
H: -0.56 3.69 0.48  0.356
H: -0.03 -2.91 -0.64  0.195
H: 1.04 -0.71 -1.96  0.381
H: 2.71 -0.63 -0.14  0.318
H: -2.13 2.89 0.16  0.283

Its total charge is 0. The HOMO energy (alpha / beta) is -6.0 / -6.2 eV. For the relative energy (zero: lowest compared OMol25 entry of this formula, charge and spin), the calculation gives 7.1626 eV. The LUMO energy (alpha / beta) is 0.99 / 0.96 eV. The frontier orbital gap (alpha / beta) comes out at 6.97 / 7.20 eV.



- Which of these has the lowest total charge?
  C15H12BBr2N5O4S2V



- total charge of number 2 (C25H51BFN3O4)?
  0



- Which value of total charge does entry 6 give?
  0